--- P ---
Entry from OMol25: the molecule C19H25N3O2S (the ωB97M-V functional and the def2-TZVPD basis).

HOMO-LUMO gap = 8.37 eV
SMILES string = CCOc1ccc(NC(=S)N(CCOC)[C@H](C)c2cccnc2)cc1

Each line ends with the natural charge from an NBO analysis.
CARTESIAN COORDINATES (ANGSTROEM)
C  8.448  0.376  0.683  -0.62
C  6.988  0.798  0.626  -0.06
O  6.234  -0.320  0.205  -0.50
C  4.883  -0.206  0.104  0.29
C  4.199  -1.358  -0.288  -0.24
C  2.830  -1.361  -0.424  -0.19
C  2.099  -0.206  -0.157  0.12
N  0.707  -0.129  -0.316  -0.61
C  -0.224  -1.089  -0.049  0.31
S  0.172  -2.520  0.687  -0.26
N  -1.504  -0.797  -0.402  -0.43
C  -1.838  0.379  -1.174  -0.27
C  -1.989  1.665  -0.319  -0.08
O  -3.312  1.959  0.049  -0.54
C  -4.095  2.536  -0.966  -0.25
C  -2.570  -1.765  -0.143  -0.07
C  -2.834  -2.617  -1.383  -0.62
C  -3.775  -1.050  0.413  -0.07
C  -3.728  -0.560  1.715  -0.14
C  -4.817  0.121  2.225  -0.24
C  -5.924  0.292  1.408  0.03
N  -5.989  -0.174  0.174  -0.42
C  -4.944  -0.827  -0.305  0.02
C  2.779  0.947  0.213  -0.23
C  4.157  0.955  0.345  -0.26
H  8.776  0.045  -0.299  0.21
H  8.567  -0.447  1.382  0.21
H  9.063  1.211  1.004  0.21
H  6.861  1.629  -0.084  0.17
H  6.650  1.130  1.618  0.17
H  4.772  -2.249  -0.487  0.23
H  2.325  -2.261  -0.734  0.24
H  0.369  0.816  -0.421  0.39
H  -2.793  0.188  -1.665  0.23
H  -1.086  0.532  -1.955  0.21
H  -1.558  2.521  -0.862  0.17
H  -1.461  1.542  0.632  0.20
H  -4.233  1.864  -1.819  0.16
H  -5.066  2.737  -0.519  0.21
H  -3.649  3.473  -1.321  0.17
H  -2.178  -2.427  0.640  0.27
H  -3.093  -2.011  -2.248  0.20
H  -3.641  -3.317  -1.185  0.22
H  -1.934  -3.182  -1.617  0.23
H  -2.841  -0.715  2.313  0.22
H  -4.807  0.513  3.230  0.22
H  -6.801  0.824  1.753  0.19
H  -5.065  -1.189  -1.318  0.19
H  2.226  1.857  0.404  0.20
H  4.645  1.871  0.638  0.21

--- Q ---
Entry from OMol25: the molecule C19H25N3O2S (the ωB97M-V functional and the def2-TZVPD basis).

HOMO-LUMO gap = 8.39 eV
SMILES string = Cc1oc(-c2cccs2)nc1CN1CCC(C(=O)N2CCCC2)CC1

Each line ends with the natural charge from an NBO analysis.
CARTESIAN COORDINATES (ANGSTROEM)
C  -1.840  -2.856  -0.150  -0.67
C  -2.365  -1.472  -0.078  0.26
O  -3.712  -1.288  0.001  -0.41
C  -3.886  0.047  0.055  0.45
C  -5.195  0.609  0.144  -0.27
C  -5.529  1.937  0.200  -0.20
C  -6.918  2.141  0.284  -0.26
C  -7.621  0.977  0.291  -0.41
S  -6.602  -0.403  0.195  0.46
N  -2.765  0.711  0.016  -0.46
C  -1.780  -0.235  -0.069  0.07
C  -0.346  0.191  -0.127  -0.25
N  0.552  -0.932  -0.341  -0.46
C  1.284  -0.892  -1.592  -0.21
C  2.447  0.105  -1.588  -0.41
C  3.402  -0.209  -0.435  -0.31
C  4.478  0.866  -0.337  0.70
O  4.261  2.029  -0.627  -0.64
N  5.682  0.479  0.132  -0.44
C  6.122  -0.858  0.482  -0.21
C  7.506  -0.644  1.095  -0.41
C  8.018  0.591  0.357  -0.41
C  6.763  1.448  0.252  -0.21
C  2.608  -0.224  0.878  -0.41
C  1.441  -1.214  0.767  -0.21
H  -0.773  -2.813  -0.338  0.26
H  -2.340  -3.403  -0.948  0.22
H  -2.028  -3.381  0.786  0.22
H  -4.789  2.714  0.180  0.24
H  -7.377  3.112  0.337  0.23
H  -8.683  0.841  0.347  0.24
H  -0.118  0.716  0.808  0.20
H  -0.258  0.933  -0.927  0.21
H  1.677  -1.900  -1.771  0.18
H  0.582  -0.658  -2.395  0.21
H  2.078  1.125  -1.465  0.22
H  2.980  0.056  -2.539  0.21
H  3.854  -1.191  -0.600  0.20
H  5.434  -1.334  1.185  0.20
H  6.193  -1.485  -0.416  0.19
H  8.149  -1.513  0.971  0.22
H  7.413  -0.427  2.160  0.20
H  8.822  1.097  0.886  0.22
H  8.371  0.314  -0.637  0.20
H  6.752  2.117  -0.611  0.23
H  6.615  2.053  1.153  0.19
H  2.226  0.781  1.065  0.21
H  3.250  -0.503  1.716  0.21
H  1.842  -2.223  0.618  0.19
H  0.855  -1.218  1.689  0.21

Q is preferred energetically. Next in line: 1.048 eV higher.